<P>
Here is a single C4H8N2 molecule from OMol25. Energies are from ωB97M-V/def2-TZVPD.

```
14
Properties=species:S:1:pos:R:3:nbo_charge:R:1
C -1.6675 -0.6244 -0.8154 -0.251
N -1.5050 0.6976 -0.2170 -0.595
C -0.3922 0.1167 -0.9804 -0.128
C 0.8578 -0.3572 -0.2993 -0.186
C 1.3436 0.6371 0.9422 -0.229
N 0.6594 -0.5890 1.1072 -0.602
H -2.3755 -0.6726 -1.6412 0.195
H -1.6809 -1.4884 -0.1524 0.197
H -1.3141 0.5575 0.7763 0.356
H -0.2222 0.5934 -1.9420 0.204
H 1.8178 0.2174 -0.4980 0.260
H 0.8297 1.5846 0.9695 0.210
H 2.3959 0.6346 1.2540 0.198
H 1.2533 -1.3072 1.4966 0.370
```

SMILES = C1N[C@H]1[C@H]1CN1
Net charge = 0
Lowest unoccupied orbital energy = 1.01 eV
Kohn-Sham gap = 9.446 eV

<Q>
Here is a single C4H8N2 molecule from OMol25. Energies are from ωB97M-V/def2-TZVPD.

```
14
Properties=species:S:1:pos:R:3:nbo_charge:R:1
C 1.6749 0.1654 -0.0438 -0.227
N 1.5911 -1.2025 0.3747 -0.569
C 0.6136 -0.8055 -0.6119 -0.122
C -0.5272 0.1748 -0.4543 -0.088
C -1.9662 0.0747 0.0926 -0.265
N -0.8439 0.4832 0.9082 -0.617
H 2.3882 0.5317 -0.7616 0.187
H 1.4364 0.9067 0.7477 0.195
H 1.2270 -1.2724 1.3152 0.367
H 0.7317 -1.3733 -1.5547 0.208
H -0.3824 0.9361 -1.2280 0.187
H -2.3409 -0.9348 0.2052 0.192
H -2.7468 0.8398 -0.0801 0.194
H -0.8555 1.4763 1.0908 0.356
```

SMILES = C1N[C@H]1[C@H]1CN1
Net charge = 0
Lowest unoccupied orbital energy = 1.10 eV
Kohn-Sham gap = 9.749 eV

<R>
Here is a single C4H8N2 molecule from OMol25. Energies are from ωB97M-V/def2-TZVPD.

```
14
Properties=species:S:1:pos:R:3:nbo_charge:R:1
C 1.8736 -0.1304 0.2835 -0.409
N 0.4769 -0.3244 0.5695 -0.615
C -0.5255 0.2277 -0.3177 -0.151
C -1.6468 -0.8400 -0.3847 -0.609
C -0.8403 1.6353 0.0749 0.261
N -0.8773 2.7447 0.4090 -0.331
H 2.0682 -0.5064 -0.7279 0.192
H 2.4271 -0.7657 0.9800 0.208
H 2.2440 0.9031 0.3585 0.175
H 0.2232 -0.1452 1.5327 0.369
H -0.0964 0.3407 -1.3215 0.232
H -1.7106 -1.2344 -1.4018 0.219
H -1.2911 -1.6652 0.2408 0.238
H -2.6358 -0.5371 -0.0398 0.220
```

SMILES = CN[C@@H](C)C#N
Net charge = 0
Lowest unoccupied orbital energy = 0.92 eV
Kohn-Sham gap = 10.211 eV

Which of them is the most stable, and which is the least stable? <R> and <P>, in that order.

<P>
Here is a single C4H8N2 molecule from OMol25. Energies are from ωB97M-V/def2-TZVPD.

```
14
Properties=species:S:1:pos:R:3:nbo_charge:R:1
C 0.8638 1.6530 0.3353 -0.420
C 0.2144 -0.5455 -0.5100 0.418
C -0.6523 -1.0195 0.7682 -0.270
C -1.4664 -0.1095 1.3543 -0.384
H 2.0240 1.4654 0.3364 0.177
H 0.4287 1.5499 1.3598 0.208
H 0.7983 2.6704 0.0761 0.202
H 0.6133 0.9852 -1.5793 0.384
H 0.6975 -2.1684 -1.0867 0.334
H -0.6090 -2.1786 1.0398 0.222
H -2.0929 -0.5522 2.1482 0.210
H -1.6589 0.8699 0.9280 0.232
N 0.1127 0.8812 -0.6521 -0.651
N 0.7506 -1.2402 -1.4778 -0.662
```

SMILES = [H]/N=C(\C=C)NC
Net charge = 0
Lowest unoccupied orbital energy = 0.74 eV
Kohn-Sham gap = 10.157 eV

<Q>
Here is 2 unconnected molecules or ions with the total composition C4H8N2 from OMol25. Energies are from ωB97M-V/def2-TZVPD.

```
14
Properties=species:S:1:pos:R:3:nbo_charge:R:1
C 0.7191 -1.4484 -0.8612 -0.730
C -0.5003 -0.6085 -0.8661 0.568
N -1.4869 -0.5985 -1.5960 -0.636
H -2.2263 0.0846 -1.4716 0.397
H 0.2055 1.2311 -0.4220 0.111
H 1.0368 -1.6363 -1.8894 0.251
H 0.4842 -2.3976 -0.3725 0.253
H 1.5211 -0.9579 -0.3136 0.265
N -0.6485 0.0896 1.0903 -0.765
C 0.2203 1.3127 0.7119 -0.239
C 0.9369 2.0163 1.5052 -0.445
H -1.6156 0.3936 1.1756 0.378
H -0.3107 -0.2754 1.9819 0.402
H 1.6646 2.7948 1.3275 0.189
```

Net charge = 0
Lowest unoccupied orbital energy (alpha / beta) = -0.49 / -0.21 eV
Kohn-Sham gap (alpha / beta) = 5.762 / 6.443 eV

<R>
Here is a single C4H8N2 molecule from OMol25. Energies are from ωB97M-V/def2-TZVPD.

```
14
Properties=species:S:1:pos:R:3:nbo_charge:R:1
C 1.2947 0.8125 -0.7651 -0.371
C -1.3806 1.0093 0.2548 -0.436
C 0.7671 -0.2608 -0.0748 0.057
C 1.4725 -1.3790 0.3150 -0.334
N -0.6259 -0.2815 0.1660 -0.182
N -1.2344 -1.4182 0.1076 -0.466
H -2.2371 -1.2992 0.2755 0.310
H 0.8648 1.7858 -0.9115 0.194
H 2.3039 0.7521 -1.1310 0.197
H 0.9646 -2.2193 0.7433 0.220
H 2.5334 -1.4410 0.1436 0.192
H -0.6957 1.8180 0.4923 0.213
H -2.1119 0.8977 1.0593 0.207
H -1.9153 1.2236 -0.6749 0.200
```

Net charge = 0
Lowest unoccupied orbital energy (alpha / beta) = 0.85 / -0.41 eV
Kohn-Sham gap (alpha / beta) = 8.705 / 6.320 eV

<S>
Here is a single C4H8N2 molecule from OMol25. Energies are from ωB97M-V/def2-TZVPD.

```
14
Properties=species:S:1:pos:R:3:nbo_charge:R:1
C 0.1241 0.9035 1.8670 -0.669
C -0.4266 -0.1934 0.9725 -0.486
N -0.3035 0.3814 -0.4513 -0.517
C -0.4674 -0.6661 -1.4860 -0.327
C 0.7842 -1.4060 -1.6810 0.247
N 1.7702 -1.9781 -1.8723 -0.272
H -0.4977 1.8152 1.8678 0.185
H 1.1654 1.2379 1.6481 0.155
H 0.1240 0.5419 2.9006 0.231
H 0.2866 -1.0339 0.9777 0.143
H -1.0873 1.0266 -0.5260 0.418
H 0.5485 0.9381 -0.6800 0.371
H -0.7774 -0.2387 -2.4455 0.242
H -1.2433 -1.3284 -1.0914 0.278
```

Net charge = 0
Lowest unoccupied orbital energy = 0.31 eV
Kohn-Sham gap = 7.212 eV

Which of them is the most stable, and which is the least stable? <P> and <Q>, in that order.

<P>
Here is a single C4H8N2 molecule from OMol25. Energies are from ωB97M-V/def2-TZVPD.

```
14
Properties=species:S:1:pos:R:3:nbo_charge:R:1
C 2.0759 0.1353 0.2247 -0.608
C 0.5759 0.3602 0.3436 -0.227
N -0.1381 -0.4687 -0.6244 -0.599
C -1.5323 -0.1279 -0.7959 -0.321
C -2.3448 -0.1558 0.4480 0.252
N -2.9421 -0.1817 1.4387 -0.326
H 2.4131 0.3739 -0.7881 0.214
H 2.3370 -0.9090 0.4308 0.203
H 2.6217 0.7632 0.9356 0.214
H 0.2382 0.1831 1.3786 0.178
H 0.3406 1.4072 0.1153 0.188
H -0.0513 -1.4481 -0.3696 0.360
H -1.9882 -0.8128 -1.5189 0.241
H -1.6057 0.8811 -1.2185 0.231
```

SMILES = CCNCC#N
Net charge = 0
Lowest unoccupied orbital energy = 0.92 eV
Kohn-Sham gap = 10.677 eV

<Q>
Here is a molecular structure, C4H8N2 from OMol25. Energies are from ωB97M-V/def2-TZVPD.

```
14
Properties=species:S:1:pos:R:3:nbo_charge:R:1
C 2.0346 0.0741 0.2623 -0.611
C 0.6113 0.6079 0.2633 -0.222
N -0.2566 -0.2594 -0.5115 -0.556
C -1.4723 0.1025 -0.9432 -0.024
C -2.6091 -0.5500 0.5766 0.024
N -2.3651 -1.4013 1.3449 -0.511
H 2.4225 0.0091 -0.7581 0.214
H 2.0835 -0.9227 0.7155 0.212
H 2.6869 0.7306 0.8448 0.221
H 0.2332 0.6775 1.2929 0.201
H 0.5639 1.6072 -0.1822 0.195
H -0.3147 -1.2040 -0.1355 0.406
H -2.0679 -0.6090 -1.4887 0.234
H -1.5502 1.1374 -1.2811 0.216
```

Net charge = 0
Lowest unoccupied orbital energy = 0.26 eV
Kohn-Sham gap = 9.966 eV

Which of them is the most stable, and which is the least stable? <P> and <Q>, in that order.

<P>
Here is a single C4H8N2 molecule from OMol25. Energies are from ωB97M-V/def2-TZVPD.

```
14
Properties=species:S:1:pos:R:3:nbo_charge:R:1
C 1.9409 -0.0737 -0.0944 -0.259
N 1.1969 -1.2550 0.3381 -0.584
C 0.6308 -0.3959 -0.6917 -0.097
C -0.5479 0.5138 -0.4441 -0.082
C -1.7589 -0.0614 0.1487 -0.268
N -0.8169 0.7655 0.9593 -0.643
H 2.8654 -0.2522 -0.6380 0.195
H 1.9463 0.7809 0.5793 0.197
H 0.7593 -1.0648 1.2381 0.366
H 0.5897 -0.8740 -1.6714 0.202
H -0.6936 1.2440 -1.2404 0.202
H -1.8458 -1.0964 0.4283 0.200
H -2.6727 0.4446 -0.1815 0.183
H -1.5934 1.3244 1.2699 0.388
```

SMILES = C1N[C@H]1[C@H]1CN1
Net charge = 0
Lowest unoccupied orbital energy = 1.09 eV
Kohn-Sham gap = 10.374 eV

<Q>
Here is a single C4H8N2 molecule from OMol25. Energies are from ωB97M-V/def2-TZVPD.

```
14
Properties=species:S:1:pos:R:3:nbo_charge:R:1
C -1.9825 -0.3181 -0.1760 -0.473
C -0.5959 -0.8931 0.1810 -0.099
C -1.3541 1.0566 -0.1323 -0.323
C 2.0299 -0.2622 -0.0884 -0.417
N -0.1907 0.3786 0.3400 -0.080
N 1.1083 0.8052 0.2880 -0.422
H -2.2864 -0.6504 -1.1348 0.227
H -2.7903 -0.2705 0.5912 0.225
H -0.0219 -1.8017 -0.0021 0.208
H -1.7507 1.7967 0.5595 0.164
H 1.9155 -0.9372 0.6885 0.202
H 1.8246 -0.7021 -1.0314 0.187
H 3.0370 0.0961 -0.0380 0.217
H 1.0572 1.7021 -0.0453 0.385
```

Net charge = 0
Lowest unoccupied orbital energy (alpha / beta) = 1.02 / 1.02 eV
Kohn-Sham gap (alpha / beta) = 7.980 / 7.978 eV

Which of them is the most stable, and which is the least stable? <P> and <Q>, in that order.